(1)
{
  "formula": "C8H16N2O3",
  "method": "wB97M-V/def2-TZVPD",
  "elements": ["O", "O", "O", "N", "N", "C", "C", "C", "C", "C", "C", "C", "C", "H", "H", "H", "H", "H", "H", "H", "H", "H", "H", "H", "H", "H", "H", "H", "H"],
  "coordinates": [[5.3264, -0.8563, 0.6388], [4.2842, 1.2180, 0.7804], [1.2503, -2.0692, -0.1153], [-0.2978, 1.2677, -0.2954], [2.2267, 0.0056, -0.7041], [3.5586, -0.2676, -1.0025], [4.5919, -0.0103, 0.2147], [-1.2956, -0.8926, -0.5603], [-0.1908, -0.1343, 0.0633], [-2.7858, -0.5967, 1.5261], [-2.7017, -0.6014, 0.0066], [-3.3698, 0.7555, -0.4463], [1.2360, -0.8412, -0.2628], [-3.1905, 1.4100, 0.4047], [2.0334, 1.0114, -0.8140], [-2.1992, 0.3781, 1.7438], [3.4903, -1.2852, -1.2198], [0.0727, 1.9612, 0.3208], [3.8741, 0.3681, -1.8360], [-1.1816, 1.7337, -0.6858], [-1.3292, -0.6589, -1.5529], [-3.3392, -1.2472, -0.6087], [-1.0486, -1.9762, -0.3679], [-3.7088, -0.5072, 2.0164], [-4.4025, 0.7586, -0.4001], [4.8950, 1.5988, 1.4325], [-0.2725, -0.3142, 1.1392], [-2.3362, -1.5332, 1.9653], [-3.1900, 1.3252, -1.3809]],
  "atomic_forces_ev_per_a": [[0.09, 1.22, -0.21], [0.32, -0.39, -0.81], [1.22, 1.98, -0.31], [-0.97, 1.73, -1.20], [-2.04, 2.03, 0.76], [1.81, 0.62, 1.17], [-1.92, -0.62, -0.03], [-0.52, -1.86, 2.85], [1.46, 0.60, 0.39], [2.80, -0.09, -0.25], [-1.36, 0.96, -2.06], [1.94, 1.10, 0.92], [-1.82, -0.16, -0.18], [0.44, 0.82, -0.25], [-0.91, -1.06, 0.46], [-0.62, -1.83, 0.50], [1.30, -1.87, -0.62], [0.45, -0.10, 0.65], [0.09, -0.41, -0.03], [1.68, -2.00, 0.81], [0.00, 0.20, -2.98], [-0.01, -0.96, 1.01], [-0.44, 0.99, -0.56], [-1.67, 0.29, 0.04], [-2.41, -0.93, -0.05], [0.14, -0.83, -0.11], [0.19, 0.25, 0.17], [0.05, 1.13, -0.34], [0.69, -0.82, 0.26]],
  "lowdin_charge": [0.12, 0.06, 0.04, 0.05, 0.04, -0.09, -0.42, -0.16, -0.32, -0.08, -0.38, -0.10, -0.36, 0.06, 0.14, 0.10, 0.11, 0.06, 0.13, 0.10, 0.09, 0.13, 0.14, 0.05, 0.04, 0.12, 0.13, 0.10, 0.09],
  "e_tot_ev": -17677.130,
  "multiplicity": 1,
  "smiles": "CC(C)C[C@H](N)C(=O)NCC(=O)O",
  "de_lowest_kcal_mol": 60.5,
  "lumo_energy_ev": 0.473
}

***

(2)
{
  "formula": "C6H9Cl2N2O",
  "method": "wB97M-V/def2-TZVPD",
  "elements": ["Cl", "Cl", "O", "N", "N", "C", "C", "C", "C", "C", "C", "H", "H", "H", "H", "H", "H", "H", "H", "H"],
  "coordinates": [[2.1017, -0.2101, 1.1193], [3.2174, -0.1588, -1.6504], [-1.1232, 0.8575, 0.6586], [-0.7761, -1.4676, 1.5840], [0.3295, -1.2984, -0.4385], [-0.2083, 2.4539, -0.8184], [-1.7180, -0.4621, 1.0954], [-0.4903, 1.0405, -0.4516], [0.2187, -1.8256, 0.7866], [2.0400, 0.4831, -0.6239], [0.5085, 0.0326, -0.9948], [-2.2465, -1.0668, 0.2973], [-1.1008, 2.9962, -0.3583], [-2.4782, -0.2393, 1.7895], [-0.8353, -1.9179, 2.5420], [0.7139, -1.9395, -1.0598], [0.7896, 2.6292, -0.4873], [-0.2674, 2.8319, -1.8894], [0.6182, 0.0514, -2.0482], [0.7066, -2.7903, 0.9480]],
  "atomic_forces_ev_per_a": [[2.02, 2.08, -0.35], [0.23, 0.43, 0.03], [-2.43, -2.68, 4.03], [1.30, -0.03, 1.51], [-0.86, -0.27, -0.93], [-2.85, 0.78, -0.58], [0.52, 0.02, -2.48], [2.03, -0.76, -4.50], [-1.79, -0.01, -0.67], [-1.74, -2.87, 2.18], [0.38, 1.89, 2.68], [0.63, 1.48, -0.03], [1.85, 0.02, -0.01], [-0.31, 0.54, 1.18], [-0.02, 1.07, -1.61], [1.05, -1.45, -1.12], [0.61, 1.16, 0.73], [0.12, -1.32, 0.91], [-0.83, -0.53, -1.21], [0.08, 0.45, 0.24]],
  "mulliken_spin": [0.02, 0.15, 0.09, 0.04, 0.01, -0.01, 0.03, 0.79, 0.02, 0.82, -0.04, -0.01, 0.00, 0.00, 0.00, 0.00, 0.03, 0.02, 0.03, 0.01],
  "charge": 1,
  "e_tot_ev": -36428.283,
  "multiplicity": 3,
  "s2": 2.01,
  "de_lowest_kcal_mol": 12.3,
  "lumo_energy_ev": [-3.942, -5.613]
}

***

(3)
{
  "formula": "C33H59N2O2P2Sn",
  "method": "wB97M-V/def2-TZVPD",
  "elements": ["Sn", "P", "P", "O", "O", "N", "N", "C", "C", "C", "C", "C", "C", "C", "C", "C", "C", "C", "C", "C", "C", "C", "C", "C", "C", "C", "C", "C", "C", "C", "C", "C", "C", "C", "C", "C", "C", "C", "C", "C", "H", "H", "H", "H", "H", "H", "H", "H", "H", "H", "H", "H", "H", "H", "H", "H", "H", "H", "H", "H", "H", "H", "H", "H", "H", "H", "H", "H", "H", "H", "H", "H", "H", "H", "H", "H", "H", "H", "H", "H", "H", "H", "H", "H", "H", "H", "H", "H", "H", "H", "H", "H", "H", "H", "H", "H", "H", "H", "H"],
  "coordinates": [[0.1192, -0.1915, -0.2398], [-1.7621, 1.3797, -1.2840], [2.1942, -0.3996, 1.3882], [-0.9361, -4.0969, -0.8988], [-1.6928, -0.2113, 1.8862], [1.0101, 0.3526, -2.1528], [0.8127, 2.0407, 0.3285], [-2.6310, -0.5650, 4.0376], [-4.0817, 1.5024, 0.2740], [-1.9588, -0.7807, -3.0842], [0.8961, -1.7651, 3.4909], [-2.5315, -1.3982, 1.8156], [-4.0700, 0.4685, -2.6981], [1.6696, 2.3528, 1.3219], [0.9796, 4.2686, -0.5267], [2.1790, 1.2394, 2.2253], [4.9784, -0.8132, 1.0570], [3.4775, -1.4070, -0.8971], [0.5177, 2.9576, -0.6168], [1.4772, 2.0172, -3.9155], [0.9261, 3.3408, -4.4131], [-2.2362, 1.5228, -4.0488], [-0.2656, 2.4543, -1.8095], [-3.6121, 3.5047, -1.2729], [2.9443, 2.2277, -3.5508], [-2.2662, 3.1487, 0.8345], [-0.2275, -3.2333, -0.6574], [1.3699, 0.9256, -5.0008], [3.7244, -0.4097, 0.2680], [-3.4782, -1.2956, 2.9977], [2.0945, 3.6641, 1.5062], [1.7784, 4.6348, 0.5592], [2.2477, -3.1263, 1.8878], [3.9556, 0.9971, -0.3117], [-1.8453, 0.4206, 3.1792], [0.7461, 1.4889, -2.6030], [-3.0011, 2.4414, -0.3255], [3.3821, -1.6642, 3.6338], [-2.5477, 0.6288, -2.8420], [2.1921, -1.7949, 2.6647], [1.3863, -3.2486, 1.2095], [-4.3479, -0.6739, 2.7459], [-4.6619, 3.2811, -1.5041], [-4.5879, 1.4290, -2.5818], [-3.7102, 0.4774, 0.4181], [-4.3843, 1.8730, 1.2632], [4.8125, 0.9511, -1.0047], [1.0635, 1.3529, -5.9642], [0.7838, -0.8242, 4.0500], [-0.1316, 3.2824, -4.6869], [-1.5744, 2.4710, 1.3527], [0.9428, -2.5841, 4.2271], [-0.8446, 0.6666, 3.5728], [-2.4752, 2.5822, -3.8778], [3.0754, 1.3358, -0.8757], [1.4844, 3.6243, -5.3113], [3.1933, 1.4854, 2.5950], [3.0556, 3.0052, -2.7829], [4.2923, -2.1280, 3.2387], [2.7000, 3.8774, 2.3868], [-1.8876, -2.2923, 1.8999], [-1.1832, 1.4334, -4.3487], [-1.7103, 4.0295, 0.4882], [5.1299, -0.1922, 1.9515], [4.4222, -1.9309, -1.1148], [2.1414, 5.6545, 0.6581], [-3.2033, -0.0551, 4.8172], [-4.4425, 0.0061, -3.6252], [1.5424, 1.1544, 3.1243], [0.6887, 4.9751, -1.3068], [1.0633, 4.1366, -3.6734], [3.5035, 2.5390, -4.4413], [5.8489, -0.6599, 0.4008], [2.3435, 0.4407, -5.1344], [0.6549, 0.1386, -4.7289], [4.1997, 1.7356, 0.4671], [-3.8325, -2.2752, 3.3197], [-4.3361, -0.1993, -1.8677], [-2.8604, 1.1811, -4.8903], [-3.0711, 3.6383, -2.2205], [-3.6009, 4.4801, -0.7630], [4.9678, -1.8730, 1.3404], [-2.3416, -1.5099, -2.3544], [3.3824, 1.2959, -3.1763], [-0.8632, -0.7927, -3.0393], [-3.0293, -1.4406, 0.8350], [0.0046, -1.9226, 2.8721], [2.7220, -2.1767, -0.6732], [-1.9548, -1.2830, 4.5230], [-2.4056, 1.3653, 3.0514], [3.1746, -3.2298, 1.3053], [-3.0152, 3.4858, 1.5688], [2.2211, -3.9411, 2.6259], [-2.2673, -1.1036, -4.0918], [-4.9823, 1.4713, -0.3513], [3.1272, -2.1982, 4.5620], [3.5982, -0.6192, 3.9064], [-0.6346, 3.2924, -2.4154], [3.1404, -0.8824, -1.8013]],
  "atomic_forces_ev_per_a": [[-0.91, -1.43, -0.47], [0.01, 0.36, 0.27], [0.78, 0.10, -0.38], [0.89, 1.64, 0.41], [-0.42, -0.02, 0.56], [0.26, 0.30, 0.41], [0.64, 0.00, -0.21], [0.36, -0.18, 0.24], [-0.04, -0.06, 0.03], [0.04, 0.07, 0.01], [-0.13, 0.12, -0.08], [0.47, 0.06, -0.02], [-0.05, 0.06, -0.02], [-0.41, 0.02, -0.07], [0.13, 0.07, 0.03], [0.32, -0.02, 0.75], [0.33, 0.02, -0.25], [0.10, -0.12, -0.02], [-0.48, -0.14, 0.15], [-0.71, -0.38, 0.81], [-0.08, 0.22, -0.23], [-0.16, -0.10, -0.34], [-0.51, 0.11, -0.43], [-0.34, 0.53, 0.34], [0.24, -0.06, 0.16], [0.11, -0.11, 0.00], [-0.79, -2.21, -0.60], [-0.01, -0.20, -0.12], [0.18, -0.22, 0.61], [-0.35, 0.29, -0.05], [0.28, -0.14, 0.08], [-0.48, -0.30, -0.17], [0.06, -0.03, 0.11], [-0.18, 0.03, 0.06], [-0.18, 0.11, -0.19], [-0.13, 0.51, -0.43], [0.19, 0.15, -0.69], [0.06, -0.25, 0.32], [0.20, 0.35, 0.03], [0.35, 0.33, -0.20], [0.37, 0.11, 0.30], [0.11, -0.19, -0.05], [0.31, 0.08, -0.05], [0.14, -0.30, -0.02], [-0.12, 0.35, -0.06], [0.05, -0.04, -0.23], [-0.30, -0.01, 0.20], [0.11, -0.08, 0.18], [0.01, -0.26, -0.12], [0.12, 0.06, 0.03], [-0.18, 0.19, -0.12], [0.00, 0.25, -0.23], [-0.34, -0.13, -0.13], [0.07, -0.31, -0.06], [0.32, -0.04, 0.13], [-0.11, 0.07, 0.09], [-0.47, 0.10, -0.13], [0.04, -0.10, -0.10], [-0.24, 0.24, 0.13], [-0.02, 0.10, -0.35], [-0.17, 0.26, -0.05], [-0.35, 0.05, 0.08], [-0.07, -0.25, 0.09], [-0.05, -0.19, -0.19], [-0.31, 0.16, -0.04], [-0.08, -0.18, 0.03], [0.00, -0.15, -0.14], [0.11, 0.09, 0.23], [0.13, 0.01, -0.30], [0.23, -0.16, 0.28], [-0.04, -0.04, -0.10], [-0.07, -0.01, 0.14], [-0.13, -0.08, 0.19], [-0.24, 0.01, -0.07], [0.19, 0.21, -0.09], [-0.04, -0.20, -0.22], [0.01, 0.10, 0.04], [0.05, 0.22, -0.20], [0.26, 0.12, 0.10], [-0.14, -0.07, 0.34], [-0.11, -0.18, -0.22], [0.01, 0.33, -0.06], [0.07, 0.21, -0.16], [-0.08, 0.17, -0.07], [-0.25, 0.00, -0.11], [0.18, 0.11, 0.28], [0.21, 0.15, 0.06], [0.24, 0.22, -0.02], [-0.08, 0.21, -0.06], [0.19, -0.35, 0.04], [-0.29, 0.02, 0.18], [0.21, 0.00, -0.27], [0.01, 0.12, -0.20], [0.07, 0.01, 0.30], [0.30, -0.08, 0.18], [0.13, 0.14, -0.19], [-0.06, -0.34, -0.06], [0.40, -0.10, 0.15], [0.03, -0.15, 0.28]],
  "lowdin_charge": [0.97, 1.06, 0.99, 0.05, -0.34, -0.06, 0.02, -0.15, -0.08, -0.11, -0.09, -0.22, -0.08, -0.32, 0.00, -0.25, -0.10, -0.09, -0.30, -0.53, -0.06, -0.08, -0.29, -0.07, -0.06, -0.09, -0.08, -0.04, -0.66, -0.15, -0.01, -0.01, -0.08, -0.09, -0.19, -0.39, -0.63, -0.09, -0.65, -0.66, 0.03, 0.12, 0.08, 0.07, 0.05, 0.09, 0.11, 0.09, 0.08, 0.07, 0.05, 0.10, 0.10, 0.07, 0.05, 0.10, 0.10, 0.09, 0.07, 0.13, 0.11, 0.06, 0.08, 0.08, 0.09, 0.12, 0.12, 0.10, 0.09, 0.12, 0.08, 0.10, 0.09, 0.08, 0.07, 0.09, 0.12, 0.08, 0.10, 0.06, 0.09, 0.07, 0.08, 0.07, 0.04, 0.11, 0.06, 0.05, 0.11, 0.11, 0.08, 0.10, 0.10, 0.10, 0.07, 0.09, 0.08, 0.09, 0.06],
  "charge": 1,
  "e_tot_ev": -66656.749,
  "multiplicity": 1,
  "de_lowest_kcal_mol": 0.0,
  "lumo_energy_ev": -2.473
}

***

(4)
{
  "formula": "C5H11NO2S",
  "method": "wB97M-V/def2-TZVPD",
  "elements": ["S", "O", "O", "N", "C", "C", "C", "C", "C", "H", "H", "H", "H", "H", "H", "H", "H", "H", "H", "H"],
  "coordinates": [[-3.0877, 0.0928, 0.2902], [-3.7652, -1.1778, 0.1171], [-0.7816, -0.7681, 0.3654], [-3.1329, 1.0219, -0.9159], [0.2079, 1.2767, -0.3511], [0.5441, 2.0104, 0.9616], [1.4853, -2.3477, 0.1795], [1.4859, -0.9255, -0.3632], [0.1965, -0.2036, -0.0740], [1.0434, 1.3472, 1.6669], [1.5398, -2.3379, 1.2645], [0.9514, 1.5074, -1.1138], [2.3197, -0.3402, 0.0332], [-3.5553, 0.7206, -1.7837], [-0.7801, 1.5781, -0.7025], [2.3302, -2.9068, -0.2114], [0.5622, -2.8449, -0.1086], [-0.3570, 2.3857, 1.4342], [1.2070, 2.8481, 0.7645], [1.5864, -0.9364, -1.4528]],
  "atomic_forces_ev_per_a": [[-1.23, 0.56, -1.46], [0.27, -0.10, 0.40], [0.31, -0.42, 0.06], [0.55, 0.16, 1.22], [-0.23, 0.07, 0.07], [0.11, 0.00, -0.14], [0.02, 0.18, -0.14], [-0.16, -0.57, 0.27], [0.24, 0.49, -0.39], [0.08, 0.03, 0.10], [-0.02, -0.08, 0.11], [0.00, -0.06, -0.02], [-0.02, 0.08, -0.10], [-0.16, -0.41, -0.07], [0.17, 0.01, -0.08], [0.09, -0.09, 0.01], [0.01, -0.11, 0.03], [-0.09, -0.01, 0.11], [0.00, 0.11, 0.07], [0.06, 0.14, -0.04]],
  "lowdin_charge": [0.85, -0.49, -0.02, -0.30, -0.18, -0.07, -0.09, -0.18, -0.42, 0.08, 0.08, 0.11, 0.12, 0.01, 0.07, 0.07, 0.08, 0.07, 0.07, 0.13],
  "e_tot_ev": -21782.737,
  "multiplicity": 1,
  "de_lowest_kcal_mol": 35.7,
  "lumo_energy_ev": 0.441
}

***

Repeat the fourth record exactly.
{
  "formula": "C5H11NO2S",
  "method": "wB97M-V/def2-TZVPD",
  "elements": ["S", "O", "O", "N", "C", "C", "C", "C", "C", "H", "H", "H", "H", "H", "H", "H", "H", "H", "H", "H"],
  "coordinates": [[-3.0877, 0.0928, 0.2902], [-3.7652, -1.1778, 0.1171], [-0.7816, -0.7681, 0.3654], [-3.1329, 1.0219, -0.9159], [0.2079, 1.2767, -0.3511], [0.5441, 2.0104, 0.9616], [1.4853, -2.3477, 0.1795], [1.4859, -0.9255, -0.3632], [0.1965, -0.2036, -0.0740], [1.0434, 1.3472, 1.6669], [1.5398, -2.3379, 1.2645], [0.9514, 1.5074, -1.1138], [2.3197, -0.3402, 0.0332], [-3.5553, 0.7206, -1.7837], [-0.7801, 1.5781, -0.7025], [2.3302, -2.9068, -0.2114], [0.5622, -2.8449, -0.1086], [-0.3570, 2.3857, 1.4342], [1.2070, 2.8481, 0.7645], [1.5864, -0.9364, -1.4528]],
  "atomic_forces_ev_per_a": [[-1.23, 0.56, -1.46], [0.27, -0.10, 0.40], [0.31, -0.42, 0.06], [0.55, 0.16, 1.22], [-0.23, 0.07, 0.07], [0.11, 0.00, -0.14], [0.02, 0.18, -0.14], [-0.16, -0.57, 0.27], [0.24, 0.49, -0.39], [0.08, 0.03, 0.10], [-0.02, -0.08, 0.11], [0.00, -0.06, -0.02], [-0.02, 0.08, -0.10], [-0.16, -0.41, -0.07], [0.17, 0.01, -0.08], [0.09, -0.09, 0.01], [0.01, -0.11, 0.03], [-0.09, -0.01, 0.11], [0.00, 0.11, 0.07], [0.06, 0.14, -0.04]],
  "lowdin_charge": [0.85, -0.49, -0.02, -0.30, -0.18, -0.07, -0.09, -0.18, -0.42, 0.08, 0.08, 0.11, 0.12, 0.01, 0.07, 0.07, 0.08, 0.07, 0.07, 0.13],
  "e_tot_ev": -21782.737,
  "multiplicity": 1,
  "de_lowest_kcal_mol": 35.7,
  "lumo_energy_ev": 0.441
}